ORCA calculation (the ωB97M-V functional and the def2-TZVPD basis) on C11H19LaNOP as an isolated structure at a distorted geometry.

Geometry as XYZ:
```
34
Properties=species:S:1:pos:R:3:lowdin_charge:R:1
C -0.46110 0.39470 -2.41218 -0.313
C -1.21307 1.53540 -2.05067 -0.230
C -0.33958 2.54458 -1.58763 -0.188
C 0.99063 2.04312 -1.62620 -0.212
C 0.95969 0.71212 -2.14413 -0.313
La 0.02390 -0.44744 0.29689 1.223
P -0.10349 -3.10160 0.32796 0.256
H -0.79400 -0.46596 -3.00897 0.083
H -2.29847 1.58451 -2.09996 0.082
H -0.65058 3.42483 -0.99321 0.084
H 1.80592 0.13080 -2.51231 0.072
H 1.88450 2.53783 -1.29623 0.071
H 1.02262 -3.89661 -0.10248 -0.171
H -1.16604 -3.86166 -0.27927 -0.182
H -0.22490 -3.61358 1.68606 -0.155
O 0.29701 -0.03970 2.34236 -0.412
C 0.45936 -0.01229 3.64911 -0.384
C 0.51896 1.26788 4.34940 -0.096
C -0.67493 1.42426 5.28728 -0.177
C -0.49726 0.63127 6.57918 -0.209
C -0.48649 -0.88857 6.40022 -0.187
C 0.71766 -1.42505 5.64134 -0.148
N 0.57282 -1.19839 4.20047 0.113
H 1.48968 1.28012 4.87809 0.145
H 0.52005 2.06025 3.58822 0.137
H -0.77110 2.48602 5.53580 0.118
H -1.60879 1.11208 4.79292 0.131
H 0.43451 0.94104 7.08182 0.120
H -1.32424 0.89157 7.25666 0.116
H -0.45346 -1.35589 7.39304 0.115
H -1.42370 -1.22098 5.92657 0.127
H 1.63063 -0.93163 5.98193 0.127
H 0.79338 -2.50371 5.77286 0.126
H 0.63540 -1.97411 3.55025 0.132
```

## Properties
**HOMO level (alpha / beta)**: -3.6 / -3.6 eV
**Electronic energy**: -933.29671 Eh
**Largest force on an atom**: 6.365 eV/Å

---

ORCA calculation (the ωB97M-V functional and the def2-TZVPD basis) on a 10-piece molecular cluster, C64H160F6N8O12P2 overall at a distorted geometry.

Geometry as XYZ:
```
252
Properties=species:S:1:pos:R:3:lowdin_charge:R:1
P 0.85278 -0.41986 -0.36074 0.161
O 1.89545 0.74920 -0.53566 -0.453
O 1.36278 -1.63603 -1.32897 -0.489
O -0.72978 -0.09518 -0.57459 -0.494
O 1.12070 -1.00484 1.13565 -0.472
C 5.83865 -1.24205 -4.60668 -0.054
C 6.02019 -0.18592 -3.52880 -0.123
N 4.79241 0.10775 -2.62995 -0.228
C 4.38519 -1.12092 -1.83733 -0.024
C 5.26695 1.16837 -1.60570 -0.108
C 6.25868 0.76057 -0.41579 -0.025
C 3.58199 0.54148 -3.41795 -0.052
C 3.71992 1.90381 -4.23513 -0.155
O 4.47728 1.59383 -5.38831 -0.189
C 4.37841 2.61604 -6.30566 -0.111
H 5.12803 -2.03253 -4.36529 0.059
H 6.64501 -1.90393 -4.92259 0.096
H 5.43788 -0.85300 -5.54270 0.071
H 6.31898 0.78471 -3.92465 0.128
H 6.79213 -0.55963 -2.85608 0.123
H 3.76913 -0.80774 -0.99443 0.077
H 5.23857 -1.76090 -1.61311 0.102
H 3.80801 -1.82873 -2.43228 0.075
H 4.26855 1.38295 -1.22458 0.093
H 5.63368 2.03803 -2.15095 0.117
H 5.81329 0.52870 0.55166 0.037
H 6.97759 1.52411 -0.11869 0.083
H 6.86026 -0.12430 -0.62364 0.074
H 2.69631 0.50615 -2.78358 0.099
H 3.35431 -0.32813 -4.03442 0.120
H 4.11660 2.74526 -3.66706 0.121
H 2.73411 2.25282 -4.54247 0.085
H 3.35000 2.77112 -6.63186 0.085
H 4.97139 2.33849 -7.17712 0.107
H 4.75735 3.56836 -5.93472 0.100
C 0.38792 5.89314 -1.31654 -0.053
C -0.83883 5.01491 -1.48448 -0.133
N -0.64758 3.45497 -1.17361 -0.178
C -0.03954 3.14755 0.23490 0.020
C -2.05537 2.83034 -1.22582 -0.152
C -3.17176 3.65423 -0.45269 -0.049
C 0.31672 2.84697 -2.31487 -0.040
C 0.10384 3.19236 -3.81285 -0.168
O 0.29756 4.57856 -4.13068 -0.224
C 1.38454 4.96688 -5.01685 -0.049
H 1.24451 5.55578 -1.90010 0.065
H 0.83832 5.86413 -0.32437 0.079
H 0.23521 6.93069 -1.61367 0.101
H -1.44389 5.08323 -2.38855 0.130
H -1.45852 5.31480 -0.63941 0.095
H 1.03659 3.31378 0.18575 0.080
H -0.19490 2.09150 0.45562 0.062
H -0.67373 3.72197 0.91014 0.090
H -1.89844 1.78279 -0.96868 0.073
H -2.31738 2.76218 -2.28166 0.102
H -2.83436 3.89493 0.55544 0.057
H -4.12909 3.14198 -0.35666 0.069
H -3.30721 4.66457 -0.83866 0.068
H 0.18564 1.78936 -2.08604 0.084
H 1.32750 3.04821 -1.96003 0.114
H -0.97117 3.19874 -3.99293 0.114
H 0.62155 2.49528 -4.47176 0.102
H 2.34568 4.67822 -4.59144 0.070
H 1.38440 6.02378 -5.28341 0.102
H 1.29728 4.36776 -5.92324 0.081
C 0.81812 2.59947 3.68110 -0.053
C 1.61302 1.48536 3.01025 -0.130
N 3.17727 1.35145 3.29037 -0.207
C 3.36421 1.13498 4.81772 0.028
C 3.65424 0.09515 2.60065 -0.181
C 5.01237 -0.46983 2.94979 -0.046
C 3.94024 2.61499 2.97892 -0.074
C 3.92707 3.11293 1.56384 -0.195
O 4.27667 4.50211 1.51323 -0.156
C 5.03870 4.88706 0.35931 -0.079
H 0.97463 2.63458 4.75923 0.072
H -0.24569 2.46930 3.48242 0.052
H 1.12949 3.50893 3.16725 0.080
H 1.55204 1.42149 1.92383 0.080
H 1.26171 0.56251 3.47180 0.104
H 4.44949 1.11534 4.91720 0.102
H 2.90611 0.22901 5.21451 0.080
H 3.05569 2.00060 5.40391 0.100
H 3.65589 0.39845 1.55370 0.103
H 2.90814 -0.67371 2.80137 0.109
H 5.24943 -1.24899 2.22535 0.082
H 5.01228 -1.00460 3.89959 0.068
H 5.75033 0.33235 2.95313 0.083
H 4.94750 2.37216 3.31738 0.139
H 3.47152 3.40886 3.56044 0.137
H 2.99000 2.97295 1.02494 0.102
H 4.57329 2.50326 0.93234 0.095
H 5.87256 4.20800 0.18140 0.073
H 5.56069 5.83024 0.52068 0.103
H 4.55174 4.77689 -0.60962 0.078
C -4.74932 0.07821 -2.14173 -0.028
C -5.19078 0.48962 -3.60356 -0.167
N -6.63881 0.75923 -3.87194 -0.225
C -7.54437 -0.56739 -3.94855 0.066
C -7.08803 1.68787 -2.68353 -0.130
C -8.34523 2.47670 -3.04811 -0.057
C -6.74987 1.47909 -5.28683 -0.046
C -5.96972 0.79641 -6.45744 -0.160
O -4.53997 1.11688 -6.46958 -0.225
C -3.73870 0.52093 -7.55693 -0.029
H -3.95878 0.80677 -1.96186 0.056
H -4.28333 -0.90602 -2.09431 0.069
H -5.43726 0.17274 -1.30155 0.072
H -4.90658 -0.35952 -4.22509 0.119
H -4.71468 1.39913 -3.96991 0.121
H -8.61633 -0.37585 -3.99663 0.101
H -7.40799 -1.12661 -3.02294 0.099
H -7.31257 -1.23860 -4.77550 0.096
H -6.21867 2.33576 -2.57151 0.128
H -7.31645 0.98947 -1.87845 0.122
H -8.77628 2.81794 -2.10692 0.098
H -9.09640 1.81549 -3.48014 0.078
H -8.29689 3.22207 -3.84195 0.089
H -6.32314 2.47907 -5.20914 0.140
H -7.82428 1.48601 -5.47038 0.130
H -6.48714 1.09221 -7.37006 0.141
H -6.09520 -0.27427 -6.29623 0.105
H -4.19782 -0.45406 -7.72038 0.092
H -2.76517 0.43705 -7.07393 0.056
H -3.55882 1.11278 -8.45440 0.098
C -3.01958 1.07236 2.52174 -0.031
C -1.93151 -0.02902 2.77328 -0.165
N -2.49250 -1.44091 2.73314 -0.174
C -1.31004 -2.41500 3.13733 0.038
C -3.64211 -1.55752 3.79031 -0.126
C -3.31443 -1.24294 5.29760 -0.016
C -2.91244 -1.86736 1.26686 -0.048
C -3.65017 -3.22402 1.05203 -0.161
O -5.00933 -3.11541 1.61865 -0.237
C -5.87649 -4.24585 1.36070 -0.075
H -3.58748 0.77817 1.63911 0.065
H -2.56064 2.05954 2.46737 0.062
H -3.78053 1.10753 3.30137 0.063
H -1.26359 0.14307 3.61730 0.104
H -1.10851 -0.07760 2.06025 0.088
H -1.52644 -3.43395 3.45829 0.113
H -0.69555 -2.00332 3.93796 0.089
H -0.59096 -2.41031 2.31818 0.064
H -3.80119 -2.63395 3.72632 0.113
H -4.46333 -1.00316 3.33600 0.117
H -2.88599 -0.24067 5.29874 0.034
H -2.50410 -1.88428 5.64420 0.084
H -4.27785 -1.31021 5.80297 0.097
H -2.23356 -1.72009 0.42690 0.106
H -3.73796 -1.20373 1.00956 0.104
H -3.13918 -4.10846 1.43251 0.110
H -3.84890 -3.41009 -0.00343 0.111
H -6.05409 -4.52832 0.32303 0.090
H -6.77310 -3.91585 1.88539 0.093
H -5.63784 -5.08341 2.01617 0.091
C 3.46436 -5.60784 2.66238 -0.024
C 3.27252 -5.71415 1.12602 -0.150
N 2.62900 -4.51072 0.43894 -0.186
C 3.40421 -3.16722 0.71533 0.022
C 2.54350 -4.76895 -1.06549 -0.126
C 3.99086 -4.77100 -1.77040 -0.018
C 1.16544 -4.16500 1.04813 -0.057
C 0.12785 -5.23688 0.74924 -0.194
O 0.53775 -6.25488 1.65511 -0.197
C 0.05011 -7.52461 1.32303 -0.094
H 2.48846 -5.48826 3.13294 0.069
H 4.01495 -4.70798 2.93658 0.069
H 3.96169 -6.45764 3.12993 0.100
H 2.83168 -6.60620 0.68105 0.123
H 4.28664 -5.70346 0.72659 0.106
H 4.45783 -3.33728 0.49382 0.101
H 3.18663 -2.79297 1.71567 0.090
H 2.98209 -2.46166 -0.00028 0.045
H 1.96780 -3.92754 -1.45108 0.078
H 2.01604 -5.71961 -1.14380 0.113
H 4.34402 -3.74350 -1.85770 0.030
H 3.86386 -5.05650 -2.81465 0.074
H 4.77259 -5.38210 -1.31924 0.080
H 0.88836 -3.28680 0.46496 0.081
H 1.17252 -3.90664 2.10705 0.127
H 0.13417 -5.48883 -0.31122 0.096
H -0.87137 -4.89274 1.01611 0.112
H 0.24096 -7.69638 0.26370 0.086
H -0.99822 -7.71752 1.55084 0.093
H 0.59229 -8.32318 1.82942 0.101
C -4.30230 4.80959 6.43210 -0.080
C -3.82841 3.70573 7.31605 -0.132
N -2.30684 3.22523 7.02234 -0.180
C -2.23991 2.72193 5.58288 -0.015
C -1.24043 4.41029 7.21971 -0.111
C -1.50569 5.28364 8.47307 -0.052
C -2.02014 2.06405 8.11604 -0.060
C -0.81263 1.21034 8.05356 -0.194
O -0.67662 0.48060 6.82890 -0.240
C 0.48830 -0.37049 6.76746 -0.061
H -4.35119 4.56078 5.37201 0.076
H -3.68994 5.71070 6.39871 0.083
H -5.30976 5.10953 6.72049 0.105
H -4.47894 2.84559 7.15772 0.129
H -3.80105 4.06329 8.34537 0.121
H -2.21170 3.56662 4.89454 0.101
H -3.07883 2.02817 5.52808 0.090
H -1.33519 2.11686 5.52387 0.065
H -1.38519 5.05278 6.35119 0.111
H -0.21731 4.03753 7.17106 0.121
H -2.40534 5.89336 8.38954 0.078
H -0.64353 5.94799 8.53163 0.096
H -1.54483 4.76701 9.43206 0.085
H -2.91029 1.43689 8.06723 0.130
H -2.18226 2.46924 9.11486 0.137
H -1.01242 0.49942 8.85530 0.151
H 0.08903 1.79232 8.24437 0.135
H 1.38391 0.07121 7.20435 0.094
H 0.58091 -0.80676 5.77288 0.070
H 0.26677 -1.16919 7.47535 0.100
C -1.30160 -3.98338 -2.46793 -0.059
C -1.43058 -2.79491 -3.39076 -0.170
N -0.62000 -2.82378 -4.71752 -0.199
C -1.06927 -4.15485 -5.41871 0.053
C -1.06333 -1.54285 -5.52011 -0.116
C -0.65986 -0.16465 -4.92453 -0.031
C 0.89129 -2.89975 -4.42242 -0.063
C 1.81914 -3.00951 -5.62822 -0.182
O 1.71605 -1.88640 -6.48883 -0.222
C 2.43667 -1.94600 -7.62110 -0.119
H -1.73406 -4.92521 -2.80561 0.084
H -1.79312 -3.78291 -1.51592 0.075
H -0.27600 -4.24829 -2.21088 0.057
H -1.12874 -1.93686 -2.79014 0.094
H -2.45711 -2.53908 -3.65321 0.119
H -0.69795 -4.09441 -6.44173 0.110
H -2.12759 -4.29713 -5.20002 0.105
H -0.64440 -5.00523 -4.88537 0.103
H -2.11142 -1.70255 -5.77332 0.115
H -0.55914 -1.78916 -6.45458 0.111
H -0.74670 -0.16801 -3.83800 0.069
H -1.25019 0.59084 -5.44304 0.069
H 0.37709 0.12723 -5.09082 0.069
H 1.13348 -3.73240 -3.76201 0.121
H 1.11576 -1.97464 -3.89149 0.107
H 1.78489 -3.95687 -6.16622 0.129
H 2.88876 -3.05699 -5.42387 0.121
H 2.17988 -2.74627 -8.31516 0.108
H 3.48529 -2.01441 -7.33161 0.092
H 2.27181 -0.92594 -7.96809 0.110
P 3.85142 -2.77121 6.44608 0.177
F 5.04304 -3.16805 7.49580 -0.168
F 3.50201 -4.32748 6.47835 -0.151
F 2.92932 -2.31297 7.68899 -0.162
F 2.58997 -2.40857 5.43957 -0.206
F 4.35656 -1.25371 6.41145 -0.162
F 4.87403 -3.22679 5.20959 -0.204
```

## Properties
**Charge**: +4
**HOMO level**: -13.5 eV
**Electronic energy**: -5155.85566 Eh
**Largest force on an atom**: 4.418 eV/Å

---

ORCA calculation (the ωB97M-V functional and the def2-TZVPD basis) on C4H4F3I as an isolated structure at a distorted geometry.

Geometry as XYZ:
```
12
Properties=species:S:1:pos:R:3:lowdin_spin:R:1
C 0.93601 -0.00023 0.68196 0.044
C 0.33796 -1.04127 -0.34684 0.055
C 0.05204 1.20000 0.27032 0.277
C -0.93127 -0.22662 -0.74011 0.467
F 0.31816 2.13143 -0.58656 0.083
F -0.65371 1.81208 1.25145 0.047
F -1.16542 0.10439 -1.97774 0.081
I -2.75353 -0.91458 0.38616 0.914
H 0.67899 -0.38343 1.76980 0.006
H 2.04231 0.30598 0.42474 0.009
H 0.87189 -1.05107 -1.30697 0.005
H 0.26656 -1.93667 0.17378 0.010
```

## Properties
**HOMO level (alpha / beta)**: -5.4 / -9.0 eV
**2S+1**: 3
**Electronic energy**: -751.87561 Eh
**Relative energy (zero: lowest compared OMol25 entry of this formula, charge and spin)**: 1.105 eV
**Largest force on an atom**: 4.155 eV/Å
**⟨S²⟩**: 2.011

---

ORCA calculation (the ωB97M-V functional and the def2-TZVPD basis) on a 2-piece molecular cluster, C5H13N4 overall at a distorted geometry.

Geometry as XYZ:
```
22
Properties=species:S:1:pos:R:3:nbo_charge:R:1
C 1.20682 0.22751 2.60424 0.121
C 1.92311 -0.77271 1.81016 -0.484
C 0.98813 -0.73140 0.33270 0.354
C 0.99620 -1.47179 -0.89286 -0.720
C -1.99365 1.38796 0.73983 -0.400
N 0.27589 0.81621 1.96136 -0.214
N 0.06992 0.18421 0.66828 0.017
N -1.11868 0.37289 -2.72539 -1.064
N -1.00492 0.63082 -0.08480 -0.465
H 1.64812 0.51412 3.53793 0.250
H 2.94904 -0.39466 1.41708 0.286
H 2.06070 -1.77913 2.11347 0.273
H 1.81805 -1.21339 -1.44802 0.262
H 0.01723 -1.25010 -1.32185 0.246
H 0.90745 -2.57249 -0.94521 0.282
H -1.56291 2.34312 0.98677 0.211
H -2.66381 1.50415 -0.04097 0.216
H -2.23801 0.76414 1.61358 0.221
H -0.67191 1.07364 -3.31465 0.399
H -2.07949 0.12264 -2.96540 0.400
H -0.62031 -0.47508 -2.90737 0.369
H -0.90696 0.71933 -1.13888 0.440
```

## Properties
**Charge**: +1
**HOMO level (alpha / beta)**: -12.7 / -12.7 eV
**Electronic energy**: -416.96678 Eh
**Relative energy (zero: lowest compared OMol25 entry of this formula, charge and spin)**: 3.868 eV
**Largest force on an atom**: 6.522 eV/Å